Below is a structure of composition C25H14BrF5FeI2N3O3S, with properties calculated with the ωB97M-V functional and the def2-TZVPD basis.

The geometry in XYZ format:
```
55
C25H14BrF5FeI2N3O3S, DFT the ωB97M-V functional and the def2-TZVPD basis
Fe -0.00097 -0.11785 0.10434
I 6.44272 -0.26604 4.19682
C 4.86761 -0.13787 2.83337
C 5.12509 0.18175 1.50823
C 4.07634 0.22684 0.60721
I 4.43299 0.76072 -1.37512
C 2.76283 -0.07805 0.98768
O 1.81576 -0.09158 0.07045
C 2.51922 -0.34119 2.34255
C 1.12889 -0.68287 2.80153
N 0.08788 0.13154 2.13963
C 0.12316 1.52866 2.58477
C -0.10340 2.47727 1.44250
C -0.39597 3.82177 1.62232
C -0.49760 4.63581 0.51083
C -0.29800 4.08894 -0.75133
C -0.02883 2.74164 -0.84667
N 0.05650 1.95566 0.23196
C 3.57007 -0.37304 3.25093
H 6.13109 0.39866 1.17794
H 1.06012 -0.55531 3.88591
H 0.90932 -1.72592 2.59681
H -0.80941 -0.33428 2.31641
H 1.12846 1.73296 2.96473
H -0.57700 1.71120 3.40265
H -0.53891 4.21256 2.62064
H -0.72571 5.68724 0.62337
H -0.36187 4.69226 -1.64495
H 0.12993 2.26525 -1.80413
H 3.36568 -0.59430 4.29155
F -2.51367 -0.59955 -5.95432
C -2.46621 -0.41625 -4.63680
C -1.24914 -0.36006 -3.98202
F -0.10728 -0.48416 -4.65376
C -1.25263 -0.16633 -2.61645
F -0.03344 -0.11584 -1.97893
C -2.38432 -0.01288 -1.84177
S -2.29546 0.25761 -0.12010
C -3.59138 -0.08027 -2.53663
F -4.74157 0.05312 -1.87620
C -3.63753 -0.27907 -3.90409
F -4.80978 -0.33871 -4.53111
Br 0.82124 -6.79559 -1.83311
C 0.07927 -6.00591 -0.28573
C -0.26046 -6.80400 0.79784
N -0.80774 -6.31350 1.90412
C -1.02049 -5.00268 1.96442
C -0.68659 -4.12685 0.93833
C -0.12586 -4.64252 -0.22210
C -0.88836 -2.65201 1.12976
O -1.49227 -2.22768 2.10768
O -0.38744 -1.93125 0.18089
H -0.07695 -7.87162 0.76993
H -1.47605 -4.61559 2.86722
H 0.13800 -3.98885 -1.04100
```

Computed properties:
DFT total energy: -181819.270 eV
Multiplicity: 2
Orbital gap (alpha / beta): 7.712 / 7.286 eV
Charge: 0